Below is one molecule with the formula C4H7NO2 in a non-equilibrium geometry, with properties calculated with wB97M-V/def2-TZVPD.

Its energy above the lowest of the compared OMol25 structures with the same formula, charge and spin is 243.9 kJ/mol. The maximum force comes out at 0.0244 hartree/bohr. Its net charge is 0. The gap between HOMO and LUMO is 9.694 eV. The value obtained for the LUMO energy is 0.0231 hartree. For the HOMO energy, the calculation gives -0.3332 hartree. As for the SMILES: O=C[C@@H]1NC[C@@H]1O.

```
14
Properties=species:S:1:pos:R:3:forces:R:3:lowdin_charge:R:1
O 2.5311 0.6426 0.6568 -0.25 -0.43 0.02 0.06
C 1.8438 -0.2941 0.3202 0.17 0.35 -0.05 -0.19
C 0.6529 -0.0706 -0.5900 0.12 0.17 -0.12 -0.25
N 0.1319 1.2987 -0.5950 0.09 0.24 0.18 0.00
C -1.1839 0.8231 -0.1375 -0.38 0.14 0.16 -0.14
C -0.7209 -0.6533 -0.1592 -0.03 0.24 -0.36 -0.30
O -0.7135 -1.2933 1.1021 -0.01 -0.14 -0.06 -0.03
H 2.0752 -1.3215 0.6713 -0.13 0.17 -0.23 0.13
H 0.9060 -0.2062 -1.6401 0.42 -1.18 0.01 0.15
H 0.6717 1.8948 0.0229 -0.30 0.08 0.15 0.10
H -1.4390 1.1398 0.8749 -0.18 -0.03 -0.01 0.12
H -1.9870 1.0740 -0.8401 0.05 0.00 0.20 0.11
H -1.1971 -1.3065 -0.9023 0.10 0.26 0.06 0.14
H -1.5711 -1.7276 1.2161 0.32 0.15 0.05 0.10
```
Forces are in eV/Å.


Below is one molecule with the formula C4H7NO2, with properties calculated with wB97M-V/def2-TZVPD.

Its energy above the lowest of the compared OMol25 structures with the same formula, charge and spin is 204.0 kJ/mol. The maximum force comes out at 0.0078 hartree/bohr. Its net charge is 0. The gap between HOMO and LUMO is 9.854 eV. The value obtained for the LUMO energy is 0.0181 hartree. For the HOMO energy, the calculation gives -0.3441 hartree. As for the SMILES: [H]/N=C\C(=C/O)CO.

```
14
Properties=species:S:1:pos:R:3:forces:R:3:lowdin_charge:R:1
H -1.5317 -1.1194 1.2952 -0.03 0.01 -0.02 0.05
N -1.9058 -0.1823 1.1234 0.35 0.06 -0.15 0.10
C -1.0510 0.5427 0.5135 -0.25 -0.01 0.12 -0.22
C 0.2720 0.1676 -0.0102 0.05 0.09 -0.10 -0.20
C 1.1756 1.1169 -0.3118 -0.04 -0.37 -0.02 -0.13
O 1.0671 2.4411 -0.0913 -0.09 0.01 0.06 0.04
C 0.5379 -1.2952 -0.2707 0.30 0.12 0.24 -0.24
O -0.3610 -1.8648 -1.2045 -0.24 0.07 -0.01 -0.05
H -1.3838 1.5678 0.3077 0.03 -0.06 0.04 0.11
H 2.1325 0.8807 -0.7687 -0.12 -0.04 0.04 0.13
H 0.2509 2.6273 0.3898 0.08 0.08 -0.04 0.09
H 0.5134 -1.8595 0.6768 -0.02 0.08 -0.13 0.12
H 1.5381 -1.4315 -0.6914 -0.10 0.09 0.09 0.12
H -1.2542 -1.5915 -0.9578 0.07 -0.11 -0.12 0.07
```
Forces are in eV/Å.